1.
One molecule with the formula C3H7N3OS. Source: the OMol25 dataset; level of theory: ωB97M-V/def2-TZVPD.

```
15
Properties=species:S:1:pos:R:3
C 0.568 1.383 -1.087
N 0.459 -0.022 -1.397
C 0.712 -1.074 -0.565
O 1.051 -2.182 -0.943
N 0.641 -0.817 0.830
N -0.335 0.041 1.301
C -1.639 -0.293 1.404
S -2.330 -1.682 0.915
H 1.343 1.545 -0.312
H 0.903 1.903 -1.945
H -0.387 1.810 -0.741
H 0.555 -0.307 -2.389
H 0.656 -1.707 1.300
H 0.007 0.886 1.761
H -2.202 0.516 1.868
```

Its net charge is 0. The calculation puts the HOMO energy at -8.75 eV. The HOMO-LUMO gap is 9.3 eV. As for the SMILES: CNC(=O)NNC=S. The value obtained for the energy above the lowest of the compared OMol25 structures with the same formula, charge and spin is 109.0 kJ/mol.

Here are the Mulliken charges for atoms 1 to 8, given in e: C -0.841; N -0.132; C 0.445; O -0.643; N -0.353; N -0.080; C -0.192; S -0.292

***

2.
One molecule with the formula C3H7N3OS. Source: the OMol25 dataset; level of theory: ωB97M-V/def2-TZVPD.

```
15
Properties=species:S:1:pos:R:3
C -1.475 1.723 0.877
N -2.245 0.724 0.836
S -1.865 -0.672 -0.053
C -0.243 -0.410 -0.702
N -0.088 -0.276 -1.959
N 1.181 -0.083 -2.411
O 0.843 -0.334 0.130
C 0.760 -0.924 1.421
H -0.505 1.790 0.355
H -1.827 2.570 1.472
H 1.905 -0.479 -1.809
H 1.267 -0.403 -3.402
H 1.764 -0.776 1.858
H 0.011 -0.444 2.048
H 0.516 -2.007 1.340
```

Its net charge is 0. The calculation puts the HOMO energy at -8.66 eV. The HOMO-LUMO gap is 9.4 eV. As for the SMILES: C=NS/C(=N/N)OC. The value obtained for the energy above the lowest of the compared OMol25 structures with the same formula, charge and spin is 302.1 kJ/mol.

Here are the Mulliken charges for atoms 1 to 8, given in e: C -0.272; N -0.365; S 0.048; C 0.498; N -0.347; N -0.444; O -0.384; C -0.692

***

3.
One molecule with the formula C3H7N3OS. Source: the OMol25 dataset; level of theory: ωB97M-V/def2-TZVPD.

```
15
Properties=species:S:1:pos:R:3
H 1.504 0.029 1.427
N 2.111 -0.846 1.265
C 2.059 -1.138 0.051
N 1.629 -0.427 -0.861
O 0.897 0.706 -0.390
C -0.457 0.402 -0.180
C -1.003 1.657 0.264
N -1.089 -0.721 -0.273
S -2.747 -0.975 0.191
H 2.436 -2.026 -0.347
H 1.090 -0.869 -1.782
H -1.608 2.409 -0.418
H -1.648 1.377 1.053
H -0.341 2.470 0.829
H -2.832 -2.049 -0.830
```

Its net charge is 0. The calculation puts the HOMO energy at -8.98 eV. The HOMO-LUMO gap is 9.4 eV. As for the SMILES: [H]/N=C\NO/C(C)=N/S. The value obtained for the energy above the lowest of the compared OMol25 structures with the same formula, charge and spin is 545.4 kJ/mol.

Here are the Mulliken charges for atoms 1 to 8, given in e: H 0.317; N -0.717; C -0.004; N -0.179; O -0.327; C 0.885; C -1.207; N -0.490